1.
# C20H6Cl72F2N2O2S

19 unconnected molecules or ions with the total composition C20H6Cl72F2N2O2S at a distorted geometry (ωB97M-V/def2-TZVPD, the Open Molecules 2025 dataset).

Element x y z (Å)
1 C -1.240 -0.919 0.824
2 C -2.216 -0.065 0.027
3 F -1.690 1.210 -0.219
4 N -3.527 0.144 0.651
5 N -3.428 0.453 2.035
6 S -4.653 -0.980 0.252
7 O -4.917 -0.852 -1.153
8 O -5.721 -0.912 1.212
9 F -3.910 -2.346 0.483
10 H -1.595 -1.159 1.829
11 H -0.273 -0.405 0.884
12 H -1.055 -1.865 0.299
13 H -2.376 -0.521 -0.959
14 H -3.830 1.374 2.175
15 H -3.948 -0.213 2.599
16 C 1.669 3.168 1.723
17 Cl 0.256 2.446 0.954
18 Cl 1.620 4.922 1.525
19 Cl 1.683 2.767 3.447
20 Cl 3.133 2.536 0.966
21 C 5.672 4.144 -4.053
22 Cl 6.689 4.110 -5.499
23 Cl 6.184 2.827 -2.969
24 Cl 5.836 5.702 -3.253
25 Cl 3.985 3.894 -4.498
26 C -1.533 -4.032 4.265
27 Cl -2.473 -5.077 3.202
28 Cl -0.794 -2.751 3.289
29 Cl -2.582 -3.298 5.491
30 Cl -0.277 -4.972 5.071
31 C -7.284 -4.803 1.688
32 Cl -6.219 -4.042 2.872
33 Cl -6.356 -5.997 0.767
34 Cl -8.640 -5.617 2.486
35 Cl -7.920 -3.569 0.600
36 C 3.206 0.315 -6.635
37 Cl 3.269 -0.472 -5.051
38 Cl 3.443 -0.891 -7.902
39 Cl 1.630 1.091 -6.833
40 Cl 4.477 1.537 -6.722
41 C -5.918 -6.786 6.166
42 Cl -6.192 -7.136 7.871
43 Cl -5.507 -8.280 5.314
44 Cl -7.359 -6.073 5.444
45 Cl -4.573 -5.642 6.003
46 C -6.243 -3.722 -3.394
47 Cl -5.341 -3.236 -4.833
48 Cl -5.179 -3.672 -1.993
49 Cl -7.587 -2.593 -3.152
50 Cl -6.874 -5.358 -3.610
51 C -1.261 8.180 1.543
52 Cl -2.233 6.897 0.814
53 Cl -1.334 8.048 3.303
54 Cl 0.415 8.025 1.011
55 Cl -1.887 9.754 1.042
56 C -10.837 -5.595 -1.261
57 Cl -11.894 -6.544 -2.310
58 Cl -10.081 -4.298 -2.195
59 Cl -11.784 -4.892 0.056
60 Cl -9.580 -6.631 -0.581
61 C -3.549 -8.256 10.692
62 Cl -5.242 -8.081 11.180
63 Cl -3.202 -7.148 9.365
64 Cl -2.507 -7.889 12.069
65 Cl -3.261 -9.917 10.162
66 C -0.591 -9.150 15.306
67 Cl -0.196 -7.491 14.833
68 Cl 0.195 -10.277 14.198
69 Cl -0.022 -9.443 16.952
70 Cl -2.339 -9.375 15.231
71 C -8.691 -2.419 -7.616
72 Cl -10.049 -2.852 -8.664
73 Cl -8.299 -0.710 -7.831
74 Cl -9.131 -2.705 -5.928
75 Cl -7.292 -3.405 -8.047
76 C 8.825 5.754 -0.221
77 Cl 7.819 4.595 -1.090
78 Cl 8.897 5.331 1.494
79 Cl 10.454 5.746 -0.901
80 Cl 8.128 7.372 -0.404
81 C 3.955 10.216 0.855
82 Cl 2.652 9.886 -0.292
83 Cl 4.353 11.937 0.823
84 Cl 3.444 9.757 2.481
85 Cl 5.379 9.282 0.378
86 C 14.537 6.307 -1.368
87 Cl 13.362 5.495 -2.416
88 Cl 15.038 7.825 -2.125
89 Cl 13.806 6.644 0.202
90 Cl 15.945 5.266 -1.164
91 C 2.909 1.430 -11.723
92 Cl 1.863 2.786 -12.156
93 Cl 3.364 1.549 -10.023
94 Cl 2.043 -0.089 -11.990
95 Cl 4.362 1.463 -12.729
96 C 18.327 4.129 -4.589
97 Cl 17.807 2.637 -3.793
98 Cl 18.187 3.939 -6.340
99 Cl 17.305 5.460 -4.047
100 Cl 20.008 4.465 -4.164
101 C -4.330 2.516 -3.540
102 Cl -3.306 3.093 -4.864
103 Cl -3.340 2.320 -2.087
104 Cl -5.604 3.704 -3.227
105 Cl -5.058 0.977 -3.993

Computed properties:
- HOMO level (eV) = -10.70

=====

2.
# C20H70N12O15

15 unconnected molecules or ions with the total composition C20H70N12O15 at a distorted geometry (ωB97M-V/def2-TZVPD, the Open Molecules 2025 dataset).

Element x y z (Å)
1 C 13.991 2.733 22.103
2 C 13.623 2.049 20.811
3 O 13.013 3.025 19.945
4 H 13.116 3.043 22.585
5 H 14.566 3.660 21.810
6 H 14.572 2.114 22.755
7 H 12.929 1.205 21.082
8 H 14.485 1.479 20.439
9 H 12.862 2.645 19.069
10 C 10.154 2.000 22.659
11 C 10.171 3.155 21.742
12 O 11.054 4.046 22.548
13 H 9.590 1.215 22.096
14 H 9.825 2.317 23.652
15 H 11.135 1.579 22.815
16 H 9.185 3.566 21.643
17 H 10.772 2.997 20.833
18 H 10.753 4.976 22.456
19 C 6.746 3.748 19.747
20 C 6.392 3.318 18.278
21 O 6.653 4.409 17.399
22 H 7.591 4.282 19.736
23 H 6.820 2.911 20.411
24 H 5.962 4.418 20.016
25 H 5.389 3.126 18.294
26 H 6.953 2.466 18.062
27 H 5.855 4.903 17.248
28 C 13.234 7.952 20.358
29 C 13.018 6.505 20.880
30 O 12.284 5.780 19.931
31 H 14.010 8.426 20.917
32 H 12.374 8.461 20.421
33 H 13.543 7.851 19.341
34 H 12.410 6.449 21.782
35 H 13.891 5.996 21.189
36 H 12.650 4.908 20.037
37 C 10.467 0.919 13.089
38 C 10.646 1.300 14.591
39 O 11.634 2.324 14.710
40 H 9.852 0.071 13.064
41 H 11.389 0.695 12.600
42 H 10.188 1.700 12.399
43 H 10.575 0.516 15.416
44 H 9.765 1.886 14.826
45 H 12.501 1.872 14.508
46 C 6.089 7.384 18.276
47 O 5.351 7.082 17.151
48 N 7.261 6.878 18.600
49 N 5.743 8.260 19.152
50 H 7.611 6.172 17.883
51 H 7.695 7.055 19.538
52 H 5.053 8.953 18.721
53 H 5.668 7.965 20.153
54 C 9.478 7.153 21.157
55 O 9.680 6.330 22.275
56 N 10.167 7.162 20.066
57 N 8.335 7.849 21.038
58 H 11.164 6.762 20.176
59 H 10.010 7.884 19.277
60 H 7.872 7.876 21.893
61 H 8.262 8.621 20.332
62 C 10.436 5.723 13.893
63 O 10.528 6.704 13.011
64 N 10.142 4.437 13.680
65 N 10.777 5.961 15.143
66 H 9.934 4.238 12.662
67 H 10.531 3.653 14.239
68 H 10.969 6.932 15.427
69 H 10.450 5.454 15.959
70 C 13.298 1.080 17.667
71 O 12.844 -0.293 17.973
72 N 14.490 1.425 17.481
73 N 12.503 1.997 17.414
74 H 15.148 0.662 17.737
75 H 14.875 2.404 17.637
76 H 11.527 1.651 17.339
77 H 12.624 2.986 17.124
78 C 9.114 9.811 18.509
79 O 9.848 11.001 18.289
80 N 8.024 9.759 19.164
81 N 9.398 8.606 18.020
82 H 7.600 10.640 19.568
83 H 7.256 8.971 19.186
84 H 10.156 8.543 17.318
85 H 8.596 7.937 17.959
86 C 7.122 3.084 14.055
87 O 7.378 2.675 12.756
88 N 7.956 3.771 14.731
89 N 6.082 2.747 14.781
90 H 8.933 4.137 14.334
91 H 7.809 4.099 15.604
92 H 5.385 2.258 14.169
93 H 5.674 3.286 15.556
94 C 12.201 7.890 17.021
95 O 11.343 8.485 16.074
96 H 13.089 7.475 16.537
97 H 11.808 7.128 17.753
98 H 12.619 8.722 17.626
99 H 11.951 8.842 15.373
100 C 9.610 1.050 19.069
101 O 9.779 0.907 17.656
102 H 10.557 0.991 19.523
103 H 9.044 0.219 19.374
104 H 9.010 1.888 19.339
105 H 8.896 0.787 17.273
106 C 9.996 4.137 17.883
107 O 9.928 5.519 17.745
108 H 11.028 3.891 18.279
109 H 9.811 3.627 16.907
110 H 9.226 3.697 18.569
111 H 10.430 5.817 18.547
112 C 14.310 4.480 15.868
113 O 13.074 4.511 16.455
114 H 14.604 3.478 15.911
115 H 14.949 5.069 16.485
116 H 14.486 4.940 14.935
117 H 12.554 5.008 15.830

Computed properties:
- relative energy (zero: lowest compared OMol25 entry of this formula, charge and spin) (kJ/mol) = 501.8
- HOMO level (eV) = -8.85

=====

3.
# C20H72O16

16 unconnected molecules or ions with the total composition C20H72O16 at a distorted geometry (ωB97M-V/def2-TZVPD, the Open Molecules 2025 dataset).

Element x y z (Å)
1 C -4.993 -0.226 -2.406
2 C -3.775 -0.168 -3.248
3 O -3.841 1.040 -3.944
4 H -5.230 -1.201 -2.009
5 H -5.869 0.116 -2.960
6 H -4.988 0.449 -1.549
7 H -3.793 -1.010 -3.945
8 H -2.859 -0.313 -2.636
9 H -3.997 1.795 -3.344
10 C -3.351 -2.808 -0.076
11 C -4.158 -3.665 -0.976
12 O -3.590 -3.594 -2.275
13 H -3.331 -1.736 -0.353
14 H -2.349 -3.188 0.023
15 H -3.794 -2.809 0.928
16 H -5.202 -3.299 -0.999
17 H -4.168 -4.691 -0.604
18 H -4.223 -4.007 -2.882
19 C 0.834 0.364 -0.142
20 C -0.535 0.532 -0.779
21 O -0.725 1.894 -1.168
22 H 1.599 0.885 -0.720
23 H 1.085 -0.690 0.012
24 H 0.991 0.848 0.826
25 H -1.358 0.261 -0.083
26 H -0.609 -0.171 -1.609
27 H -0.680 1.910 -2.154
28 C 4.074 -1.876 1.096
29 C 5.192 -1.702 2.099
30 O 4.587 -1.277 3.337
31 H 4.488 -2.232 0.138
32 H 3.558 -0.936 0.916
33 H 3.408 -2.690 1.434
34 H 5.852 -0.908 1.747
35 H 5.758 -2.648 2.194
36 H 5.066 -0.540 3.738
37 C -5.134 0.082 2.012
38 C -3.667 0.555 1.842
39 O -3.406 1.648 2.713
40 H -5.413 -0.752 1.342
41 H -5.786 0.920 1.795
42 H -5.313 -0.239 3.039
43 H -3.410 0.817 0.819
44 H -2.988 -0.238 2.169
45 H -2.542 2.061 2.498
46 C 3.604 -0.796 -2.697
47 C 2.533 -1.812 -2.385
48 O 1.445 -1.498 -3.257
49 H 3.794 -0.766 -3.767
50 H 4.512 -1.141 -2.183
51 H 3.299 0.149 -2.262
52 H 2.225 -1.812 -1.327
53 H 2.914 -2.814 -2.660
54 H 0.719 -2.129 -3.099
55 C 4.282 2.045 0.690
56 C 4.252 3.481 1.073
57 O 4.175 3.503 2.472
58 H 3.382 1.540 1.035
59 H 5.181 1.549 1.053
60 H 4.362 1.956 -0.415
61 H 3.369 3.994 0.628
62 H 5.165 3.948 0.682
63 H 4.230 4.422 2.767
64 C 0.355 5.357 -0.868
65 C 1.223 4.529 -1.757
66 O 2.334 5.283 -2.191
67 H 0.881 5.676 0.032
68 H -0.551 4.844 -0.566
69 H 0.064 6.266 -1.429
70 H 0.618 4.178 -2.616
71 H 1.677 3.642 -1.326
72 H 1.977 6.051 -2.665
73 C 0.539 -4.378 1.536
74 C -0.222 -4.687 2.783
75 O -0.278 -6.060 3.012
76 H 1.616 -4.377 1.675
77 H 0.333 -3.365 1.231
78 H 0.243 -5.058 0.751
79 H -1.280 -4.424 2.712
80 H 0.184 -4.169 3.649
81 H 0.627 -6.376 2.896
82 C -0.334 -0.397 3.969
83 C 1.047 -1.041 4.056
84 O 2.013 -0.057 3.647
85 H -1.031 -1.113 4.378
86 H -0.578 -0.084 2.942
87 H -0.403 0.408 4.681
88 H 1.066 -1.867 3.333
89 H 1.163 -1.455 5.060
90 H 2.831 -0.565 3.484
91 O -0.786 -2.943 -2.328
92 H -1.700 -2.713 -2.460
93 H -0.820 -3.810 -1.922
94 O -3.437 2.808 -1.884
95 H -2.539 2.467 -1.662
96 H -3.924 2.884 -1.059
97 O 1.561 0.943 -4.935
98 H 0.767 1.486 -4.849
99 H 1.370 0.190 -4.378
100 O 1.444 2.525 2.923
101 H 1.617 1.612 3.236
102 H 2.335 2.905 2.880
103 O -1.286 2.068 -4.022
104 H -1.351 2.937 -4.406
105 H -2.200 1.663 -4.057
106 O -1.010 2.619 1.601
107 H -0.879 2.541 0.649
108 H -0.131 2.673 2.062

Computed properties:
- relative energy (zero: lowest compared OMol25 entry of this formula, charge and spin) (kJ/mol) = 0.0
- HOMO level (eV) = -9.48

=====

4.
# C20H74BCl2F9N2O27PS

22 unconnected molecules or ions with the total composition C20H74BCl2F9N2O27PS at a distorted geometry (ωB97M-V/def2-TZVPD, the Open Molecules 2025 dataset).

Element x y z (Å)
1 C 0.709 -2.178 3.961
2 C -0.088 -0.882 3.351
3 O -1.066 -1.187 2.297
4 B -0.430 -1.474 0.997
5 O -0.210 -2.930 0.683
6 C 0.017 -0.328 -0.128
7 C 1.630 0.097 0.001
8 C 2.608 -0.926 0.833
9 C 4.211 -0.602 0.723
10 C 5.074 -2.011 0.482
11 O 5.575 -2.454 1.800
12 C 5.772 -3.913 1.850
13 C 2.162 0.172 -1.548
14 C 2.583 -1.314 -2.171
15 O 3.781 -1.343 -2.806
16 Cl 1.542 -2.844 -2.077
17 C 1.317 1.529 0.807
18 Cl 2.685 2.299 1.792
19 N 0.012 2.002 0.689
20 P -0.790 3.430 1.395
21 C 0.408 4.883 1.712
22 C -1.443 2.809 3.122
23 C -1.148 3.862 4.342
24 C -0.877 1.085 -0.178
25 C -2.487 0.969 0.262
26 C -3.314 -0.058 -0.710
27 C -4.906 -0.275 -0.261
28 F -5.768 -0.394 -1.458
29 F -5.294 1.045 0.371
30 C -5.129 -1.393 0.900
31 F -4.019 -1.338 1.877
32 F -6.366 -0.974 1.661
33 S -5.342 -3.156 0.356
34 F -4.445 -2.981 -1.088
35 F -3.901 -3.543 1.270
36 F -6.219 -3.459 1.839
37 F -6.860 -2.897 -0.393
38 F -5.507 -4.825 -0.018
39 C -0.980 1.885 -1.605
40 O 0.031 2.952 -1.788
41 N -0.416 3.644 -2.884
42 O 0.396 3.365 -3.784
43 H 0.739 -2.021 5.144
44 H 0.190 -3.184 3.665
45 H 1.838 -2.265 3.633
46 H 0.662 -0.014 3.039
47 H -0.715 -0.424 4.258
48 H -1.096 -3.363 0.443
49 H -0.318 -0.834 -1.151
50 H 2.479 -2.068 0.513
51 H 2.351 -0.918 1.999
52 H 4.569 -0.217 1.795
53 H 4.501 0.245 -0.030
54 H 6.023 -1.849 -0.205
55 H 4.440 -2.858 -0.019
56 H 4.747 -4.410 2.187
57 H 6.107 -4.290 0.794
58 H 6.583 -4.169 2.688
59 H 1.402 0.628 -2.316
60 H 3.127 0.873 -1.601
61 H -0.236 5.803 2.117
62 H 1.074 5.188 0.799
63 H 1.087 4.565 2.634
64 H -1.116 1.712 3.364
65 H -2.628 2.772 2.989
66 H -1.998 3.673 5.157
67 H -0.112 3.710 4.871
68 H -1.318 4.953 3.937
69 H -2.961 2.049 0.090
70 H -2.571 0.749 1.408
71 H -3.378 0.471 -1.779
72 H -2.746 -1.068 -0.894
73 H -2.036 2.317 -1.863
74 H -0.745 1.078 -2.453
75 O 3.106 1.993 -5.390
76 H 3.108 2.505 -6.212
77 H 2.307 2.293 -4.930
78 O -7.303 -2.198 -3.482
79 H -7.078 -3.040 -3.058
80 H -6.798 -1.541 -2.979
81 O -8.229 1.238 1.949
82 H -7.322 1.006 1.698
83 H -8.757 0.987 1.177
84 O -0.162 -5.004 -2.464
85 H -0.630 -5.829 -2.664
86 H 0.021 -4.622 -3.336
87 O 5.238 4.407 -4.990
88 H 4.770 3.582 -5.190
89 H 5.421 4.789 -5.861
90 O 0.864 3.423 -7.197
91 H 0.319 3.055 -6.486
92 H 0.745 4.381 -7.111
93 O 8.272 4.651 -4.047
94 H 7.356 4.370 -3.902
95 H 8.800 3.900 -3.737
96 O 4.117 4.035 -7.843
97 H 5.023 3.804 -8.094
98 H 3.588 3.785 -8.615
99 O -1.196 3.294 6.946
100 H -0.624 2.682 7.433
101 H -1.652 3.792 7.640
102 O 5.572 4.025 1.455
103 H 4.656 3.744 1.600
104 H 6.100 3.274 1.766
105 O -2.736 -4.976 -3.863
106 H -3.281 -5.344 -3.151
107 H -2.855 -4.018 -3.777
108 O 0.896 -5.140 3.668
109 H 0.347 -5.278 2.881
110 H 0.686 -5.897 4.235
111 O -7.662 -2.163 4.042
112 H -8.130 -2.988 3.842
113 H -7.479 -1.780 3.170
114 O 8.272 -1.223 1.743
115 H 7.356 -1.504 1.889
116 H 8.800 -1.974 2.054
117 O 7.838 -3.513 -1.097
118 H 8.535 -2.997 -0.666
119 H 8.056 -3.459 -2.040
120 O -0.500 6.052 -5.411
121 H -0.276 5.209 -4.988
122 H 0.005 6.708 -4.908
123 O -2.104 -0.450 5.960
124 H -2.653 -0.588 5.174
125 H -2.314 -1.207 6.528
126 O 0.236 7.068 3.496
127 H 1.131 7.364 3.722
128 H -0.338 7.754 3.870
129 O -4.630 -7.143 -4.978
130 H -3.953 -6.530 -4.653
131 H -4.789 -7.735 -4.228
132 O 4.541 -6.418 0.372
133 H 3.726 -6.783 0.747
134 H 4.461 -6.593 -0.578
135 O -10.536 1.664 0.127
136 H -11.081 1.296 0.839
137 H -10.655 2.622 0.213

Computed properties:
- total charge = +1
- HOMO level (eV) = -11.61

=====

Number 1: E_LUMO -0.059 eV. Number 2: E_LUMO -0.192 eV. Number 3: E_LUMO 0.251 eV. Number 4: E_LUMO -5.330 eV.